(1)
Computed, not measured: C17H22FFeN2OS2Si as an isolated structure, with wB97M-V/def2-TZVPD.

Element x y z (Å)
Fe (0.12, -0.99, 0.91)
S (2.27, -1.48, 0.72)
C (2.19, -3.03, -0.01)
C (3.37, -3.79, -0.29)
C (3.26, -5.03, -0.93)
C (1.98, -5.55, -1.34)
C (0.82, -4.95, -0.87)
C (0.88, -3.66, -0.22)
S (-0.66, -3.07, 0.33)
H (4.38, -3.50, -0.01)
H (4.20, -5.50, -1.12)
H (2.02, -6.50, -1.87)
H (-0.14, -5.37, -1.05)
C (-3.02, 0.28, -0.27)
Si (-2.26, 0.95, 1.27)
C (-3.07, -0.11, 2.58)
C (-2.62, 2.73, 1.69)
N (-0.55, 0.73, 1.29)
C (0.49, 1.54, 1.66)
C (1.46, 1.11, 2.62)
C (2.68, 1.82, 2.72)
C (2.88, 3.01, 2.08)
C (1.73, 3.67, 1.60)
C (0.72, 2.90, 1.16)
F (-0.05, 3.40, 0.14)
H (-2.38, 0.71, -1.03)
H (-4.07, 0.68, -0.38)
H (-3.05, -0.86, -0.33)
H (-4.01, 0.42, 2.73)
H (-2.57, -0.06, 3.52)
H (-3.23, -1.11, 2.15)
H (-3.68, 2.73, 2.04)
H (-2.52, 3.43, 0.82)
H (-1.94, 3.08, 2.45)
H (1.22, 0.22, 3.23)
H (3.39, 1.59, 3.53)
H (3.87, 3.42, 1.93)
H (1.68, 4.75, 1.43)
C (-0.11, 2.17, -3.58)
C (-1.29, 1.30, -3.96)
N (-0.94, -0.03, -4.07)
O (-2.45, 1.70, -4.08)
H (0.65, 2.19, -4.35)
H (0.30, 1.72, -2.67)
H (-0.51, 3.18, -3.41)
H (0.08, -0.16, -4.20)
H (-1.54, -0.69, -4.54)

Values from the calculation:
Molar mass = 437.439 g/mol
HOMO (alpha / beta) = -3.82 / -4.05 eV
2S+1 = 5
Frontier orbital gap (alpha / beta) = 6.64 / 6.88 eV
Charge = -1
Electronic energy = -3295.3142 Ha

These are the Löwdin partial charges, in e, on atoms 1 to 6:
1 Fe 0.288
2 S 0.571
3 C -0.718
4 C -0.153
5 C -0.133
6 C -0.122

---

(2)
Computed, not measured: C17H22IrN4O2PS as an isolated structure, with wB97M-V/def2-TZVPD.

Element x y z (Å)
Ir (0.21, 0.61, 1.10)
O (-2.66, 0.25, -1.82)
C (-1.76, 0.59, -1.11)
O (-0.81, -0.16, -0.62)
C (-1.66, 2.07, -0.69)
C (-2.53, 3.01, -1.23)
C (-2.32, 4.33, -0.88)
C (-1.26, 4.70, -0.04)
C (-0.95, 6.04, 0.29)
C (0.12, 6.32, 1.09)
C (0.90, 5.29, 1.65)
C (0.61, 3.98, 1.38)
C (-0.45, 3.66, 0.51)
N (-0.72, 2.36, 0.19)
H (-3.31, 2.68, -1.89)
H (-2.98, 5.09, -1.28)
H (-1.56, 6.83, -0.11)
H (0.38, 7.35, 1.31)
H (1.74, 5.54, 2.29)
H (1.19, 3.16, 1.79)
C (3.81, 1.16, 0.96)
P (2.48, 0.06, 1.52)
C (2.75, -0.09, 3.31)
C (2.91, -1.54, 0.79)
H (4.75, 0.64, 1.18)
H (3.80, 2.11, 1.49)
H (3.76, 1.34, -0.11)
H (3.81, -0.28, 3.48)
H (2.17, -0.92, 3.71)
H (2.47, 0.82, 3.83)
H (3.95, -1.77, 1.05)
H (2.82, -1.49, -0.29)
H (2.26, -2.33, 1.16)
C (-3.34, 0.61, 5.54)
C (-2.00, -0.16, 5.53)
C (-1.75, -0.69, 4.17)
N (-0.95, -0.18, 3.30)
N (-0.99, -0.79, 2.09)
C (-1.88, -1.77, 1.99)
N (-2.11, -2.45, 0.88)
S (-2.66, -2.04, 3.51)
H (-3.51, 1.03, 6.53)
H (-4.17, -0.05, 5.31)
H (-3.32, 1.42, 4.82)
H (-2.05, -0.97, 6.25)
H (-1.19, 0.51, 5.81)
H (-1.65, -2.17, 0.02)
H (-2.84, -3.14, 0.82)

Values from the calculation:
Molar mass = 569.647 g/mol
HOMO (alpha / beta) = -14.85 / -14.87 eV
Relative energy (zero: lowest compared OMol25 entry of this formula, charge and spin) = 267.5 kJ/mol
Frontier orbital gap (alpha / beta) = 5.89 / 5.95 eV
Charge = +2
Electronic energy = -1873.8025 Ha

These are the Löwdin partial charges, in e, on atoms 1 to 6:
1 Ir 1.273
2 O 0.160
3 C -0.563
4 O -0.151
5 C -0.167
6 C 0.048

---

(3)
Computed, not measured: one molecule with the formula C17H22N2O2S, with wB97M-V/def2-TZVPD.

Element x y z (Å)
C (-1.57, -0.66, -4.06)
H (-0.70, -0.22, -4.55)
O (-1.20, -1.38, -2.91)
C (-0.42, -0.67, -1.99)
C (-1.26, 0.29, -1.11)
N (-0.45, 1.11, -0.25)
C (0.15, 0.65, 0.89)
N (-0.02, -0.67, 1.17)
C (0.52, -1.42, 2.22)
C (-0.23, -2.49, 2.69)
C (0.26, -3.30, 3.70)
C (1.51, -3.07, 4.25)
C (2.27, -2.01, 3.76)
C (1.79, -1.20, 2.75)
H (2.40, -0.39, 2.38)
H (3.25, -1.82, 4.16)
C (2.06, -3.95, 5.34)
H (2.77, -4.66, 4.92)
H (1.26, -4.51, 5.82)
H (2.58, -3.36, 6.09)
H (-0.34, -4.12, 4.06)
H (-1.21, -2.69, 2.28)
H (-0.78, -1.14, 0.70)
S (1.00, 1.67, 1.88)
C (-0.31, 2.52, -0.61)
C (-0.09, 2.68, -2.08)
C (-0.89, 3.12, -3.09)
C (-0.13, 3.03, -4.28)
C (1.08, 2.54, -3.90)
O (1.11, 2.32, -2.58)
H (1.97, 2.31, -4.46)
H (-0.44, 3.30, -5.27)
H (-1.90, 3.48, -3.01)
C (-1.51, 3.33, -0.11)
H (-2.44, 2.95, -0.54)
H (-1.40, 4.37, -0.39)
H (-1.56, 3.25, 0.97)
H (0.59, 2.87, -0.09)
H (-1.82, 0.96, -1.76)
H (-2.00, -0.29, -0.54)
H (0.07, -1.42, -1.37)
H (0.36, -0.09, -2.50)
H (-2.04, -1.37, -4.73)
H (-2.29, 0.14, -3.83)

Values from the calculation:
Molar mass = 318.442 g/mol
HOMO = -7.87 eV
Relative energy (zero: lowest compared OMol25 entry of this formula, charge and spin) = 301.1 kJ/mol
Frontier orbital gap = 8.56 eV
Electronic energy = -1319.1431 Ha
SMILES = COCCN(C(=S)Nc1ccc(C)cc1)[C@H](C)c1ccco1

These are the Löwdin partial charges, in e, on atoms 1 to 6:
1 C -0.102
2 H 0.088
3 O -0.176
4 C -0.187
5 C -0.119
6 N -0.080

---

(4)
Computed, not measured: one molecule with the formula C17H22N2O4, with wB97M-V/def2-TZVPD.

Element x y z (Å)
C (-0.21, 1.62, -4.72)
C (-0.38, 1.11, -3.31)
H (-0.85, 0.12, -3.28)
H (-0.98, 1.80, -2.71)
O (0.92, 1.00, -2.71)
C (1.06, 0.19, -1.66)
O (0.16, -0.48, -1.21)
C (2.48, 0.24, -1.13)
C (2.71, -0.90, -0.12)
C (3.44, -0.39, 1.12)
N (2.77, 0.70, 1.81)
C (2.11, 1.64, 0.91)
C (2.73, 1.61, -0.48)
H (2.29, 2.39, -1.10)
H (3.81, 1.79, -0.41)
H (1.04, 1.43, 0.80)
H (2.22, 2.64, 1.34)
C (1.94, 0.32, 2.94)
C (0.80, -0.56, 2.54)
C (-0.41, -0.09, 2.22)
C (-1.45, -0.91, 1.62)
C (-1.69, -2.19, 2.14)
C (-2.66, -3.02, 1.61)
C (-3.43, -2.60, 0.54)
C (-3.21, -1.35, 0.00)
C (-2.23, -0.51, 0.53)
N (-2.04, 0.74, -0.14)
O (-2.71, 0.97, -1.13)
O (-1.23, 1.54, 0.30)
H (-3.78, -1.00, -0.85)
H (-4.19, -3.24, 0.13)
H (-2.82, -4.00, 2.04)
H (-1.10, -2.51, 2.99)
H (-0.63, 0.96, 2.37)
H (1.04, -1.60, 2.35)
H (2.59, -0.19, 3.66)
H (1.57, 1.24, 3.40)
H (3.58, -1.21, 1.83)
H (4.44, -0.04, 0.84)
H (1.74, -1.30, 0.16)
H (3.29, -1.71, -0.58)
H (3.14, 0.14, -2.00)
H (-1.19, 1.72, -5.18)
H (0.38, 0.92, -5.31)
H (0.29, 2.58, -4.72)

Values from the calculation:
Molar mass = 318.373 g/mol
HOMO = -8.04 eV
Relative energy (zero: lowest compared OMol25 entry of this formula, charge and spin) = 470.1 kJ/mol
Frontier orbital gap = 7.64 eV
Electronic energy = -1071.3625 Ha
SMILES = CCOC(=O)C1CCN(C/C=C/c2ccccc2[N+](=O)[O-])CC1

These are the Löwdin partial charges, in e, on atoms 1 to 6:
1 C -0.061
2 C -0.214
3 H 0.124
4 H 0.115
5 O 0.011
6 C -0.453

---

(5)
Computed, not measured: one molecule with the formula C17H22N2O5, with wB97M-V/def2-TZVPD.

Element x y z (Å)
C (-7.77, 2.39, 0.14)
C (-6.48, 1.79, -0.40)
O (-6.10, 0.74, 0.47)
C (-4.96, 0.05, 0.22)
C (-4.65, -0.96, 1.13)
C (-3.52, -1.73, 0.96)
C (-2.65, -1.50, -0.11)
C (-2.97, -0.50, -1.02)
C (-4.12, 0.27, -0.87)
H (-4.34, 1.03, -1.60)
H (-2.35, -0.32, -1.89)
C (-1.45, -2.36, -0.23)
O (-1.38, -3.47, 0.27)
N (-0.42, -1.84, -0.95)
H (-0.42, -0.85, -1.17)
C (0.85, -2.51, -1.01)
C (1.94, -1.77, -0.26)
O (3.12, -1.94, -0.42)
O (1.43, -0.90, 0.61)
C (2.39, -0.07, 1.26)
H (1.81, 0.58, 1.92)
H (3.07, -0.69, 1.84)
C (3.10, 0.76, 0.19)
O (2.45, 1.29, -0.70)
N (4.43, 0.88, 0.28)
C (5.32, 0.15, 1.17)
C (6.72, 0.63, 0.77)
H (7.48, -0.13, 0.96)
C (6.55, 0.94, -0.72)
C (5.17, 1.58, -0.76)
H (4.66, 1.47, -1.71)
H (5.22, 2.65, -0.52)
H (7.33, 1.60, -1.10)
H (6.55, 0.02, -1.29)
H (6.98, 1.54, 1.31)
H (5.10, 0.38, 2.22)
H (5.21, -0.92, 1.00)
H (1.18, -2.66, -2.04)
H (0.70, -3.49, -0.54)
H (-3.27, -2.51, 1.65)
H (-5.32, -1.13, 1.96)
H (-5.69, 2.55, -0.45)
H (-6.64, 1.39, -1.41)
H (-8.10, 3.20, -0.51)
H (-7.60, 2.78, 1.14)
H (-8.54, 1.63, 0.19)

Values from the calculation:
Molar mass = 334.372 g/mol
HOMO = -8.65 eV
Relative energy (zero: lowest compared OMol25 entry of this formula, charge and spin) = 67.1 kJ/mol
Frontier orbital gap = 9.41 eV
Electronic energy = -1146.7557 Ha
SMILES = CCOc1ccc(C(=O)NCC(=O)OCC(=O)N2CCCC2)cc1

These are the Löwdin partial charges, in e, on atoms 1 to 6:
1 C -0.065
2 C -0.263
3 O -0.046
4 C -0.265
5 C 0.010
6 C -0.007